Entry 1:
The following is a quantum chemistry calculation of C4H9NO2 in the gas phase in a non-equilibrium geometry, from the OMol25 dataset.

Values from the calculation:
- HOMO-LUMO gap: 0.387 Ha
- Total charge: 0
- HOMO level: -9.59 eV
- Energy relative to the best compared isomer or geometry (same formula, charge and spin): 2.681 eV
- LUMO level: 0.94 eV
- SMILES string: C[C@@H](CO)NC=O
- 2S+1: 1

Cartesian coordinates (Å):
C (-1.2249, 1.4559, -0.1627)
C (-0.3615, 0.3099, 0.3422)
C (-1.0291, -1.0543, 0.0713)
O (-0.3162, -2.1445, 0.6137)
N (0.9671, 0.3909, -0.3226)
C (2.1026, -0.1536, 0.1160)
O (2.9491, -0.3747, -0.7637)
H (-0.7454, 2.4207, 0.0363)
H (-2.2007, 1.4395, 0.3326)
H (-1.3816, 1.3631, -1.2455)
H (-0.2122, 0.3919, 1.4364)
H (-2.0113, -1.0755, 0.5571)
H (-1.1869, -1.1666, -1.0159)
H (0.5290, -2.1802, 0.1329)
H (1.6406, 0.6903, -1.2545)
H (2.4814, -0.3127, 1.1263)

Forces on the atoms, in the same order (eV/Å):
C -0.13 0.03 0.03
C 0.26 0.35 -0.57
C -0.21 0.35 -0.11
O 0.64 0.21 -0.41
N 1.92 0.54 -0.65
C 1.81 -0.76 -0.33
O 0.52 0.24 0.31
H -0.10 -0.21 -0.03
H 0.11 0.04 -0.10
H 0.02 0.04 0.22
H 0.17 0.01 -0.50
H 0.13 0.12 -0.08
H 0.08 0.01 0.25
H -0.34 -0.23 0.26
H -3.76 -0.53 1.16
H -1.12 -0.22 0.56

=====

Entry 2:
The following is a quantum chemistry calculation of C18H13F4N5O2S in the gas phase, from the OMol25 dataset.

Values from the calculation:
- HOMO-LUMO gap: 0.316 Ha
- Total charge: 0
- HOMO level: -8.67 eV
- LUMO level: -0.08 eV
- SMILES string: O=C(CSc1n[nH]c(-c2ccccc2F)n1)NCC(=O)Nc1ccc(F)c(F)c1F
- 2S+1: 1

Cartesian coordinates (Å):
O (-1.4906, -3.2115, -0.4377)
C (-0.3643, -2.8004, -0.2138)
C (0.4735, -3.3381, 0.9347)
S (2.1541, -3.9267, 0.5015)
C (3.0691, -2.4525, 0.5870)
N (4.3697, -2.4200, 0.8014)
N (4.6688, -1.1167, 0.7449)
C (3.5562, -0.3933, 0.5028)
C (3.4576, 1.0416, 0.3441)
C (2.2308, 1.6157, -0.0002)
C (2.1104, 2.9797, -0.1746)
C (3.2104, 3.8061, -0.0049)
C (4.4374, 3.2643, 0.3400)
C (4.5459, 1.8989, 0.5072)
F (5.7546, 1.3858, 0.8405)
N (2.5294, -1.2258, 0.3998)
N (0.2187, -1.8213, -0.9167)
C (-0.4561, -1.1576, -2.0092)
C (-1.4163, -0.0887, -1.4727)
O (-1.1603, 1.0943, -1.5193)
N (-2.5325, -0.6400, -0.9271)
C (-3.6012, 0.0241, -0.3379)
C (-3.7003, 1.4114, -0.2435)
C (-4.7991, 2.0044, 0.3478)
C (-5.8212, 1.2253, 0.8572)
F (-6.8855, 1.8062, 1.4324)
C (-5.7536, -0.1617, 0.7759)
F (-6.7388, -0.9258, 1.2630)
C (-4.6481, -0.7488, 0.1792)
F (-4.5832, -2.0879, 0.0916)
H (0.5855, -2.5680, 1.6982)
H (-0.0323, -4.2055, 1.3575)
H (5.6196, -0.8086, 0.8800)
H (1.3737, 0.9759, -0.1330)
H (1.1528, 3.3926, -0.4489)
H (3.1181, 4.8722, -0.1406)
H (5.3103, 3.8820, 0.4793)
H (1.0998, -1.4342, -0.5622)
H (-1.0161, -1.9016, -2.5838)
H (0.2882, -0.6770, -2.6451)
H (-2.5546, -1.6637, -0.8721)
H (-2.9050, 2.0179, -0.6421)
H (-4.8753, 3.0770, 0.4194)

Forces on the atoms, in the same order (eV/Å):
O -0.43 -0.37 -0.01
C 0.46 0.15 0.09
C 0.38 -0.16 -0.02
S -0.31 -0.39 0.03
C 0.52 0.51 0.10
N -0.01 -0.89 0.16
N -0.48 0.39 -0.17
C 0.23 -0.60 0.13
C 0.28 0.64 0.01
C 0.20 0.00 0.04
C -0.09 0.01 -0.03
C 0.05 -0.12 0.03
C 0.13 -0.10 0.04
C -0.40 0.07 -0.10
F -0.07 -0.06 -0.02
N 0.30 0.40 0.10
N 0.07 0.19 -0.20
C -0.16 -0.02 0.00
C 0.17 -0.57 -0.19
O 0.14 0.44 -0.04
N -0.16 -0.58 -0.02
C -0.43 0.30 0.26
C 0.11 -0.07 -0.06
C -0.35 -0.24 0.17
C 0.21 0.00 -0.11
F 0.00 -0.17 0.00
C 0.00 0.10 0.01
F 0.18 0.12 -0.09
C 0.08 0.22 -0.03
F -0.02 0.16 0.03
H -0.10 -0.03 0.05
H -0.01 0.12 -0.02
H -0.17 0.06 -0.03
H -0.11 -0.05 -0.02
H -0.10 0.04 -0.03
H 0.00 0.10 -0.01
H 0.10 0.04 0.02
H -0.25 -0.06 -0.06
H 0.10 0.08 -0.01
H -0.15 0.00 0.06
H 0.14 0.28 -0.07
H -0.02 -0.01 0.01
H -0.04 0.11 0.02

=====

Entry 3:
The following is a quantum chemistry calculation of a molecular structure, C32H30Ge2N7SSn in a non-equilibrium geometry, from the OMol25 dataset.

Values from the calculation:
- HOMO-LUMO gap (spin up / spin down): 0.201 / 0.261 Ha
- Total charge: 0
- HOMO level (spin up / spin down): -6.17 / -7.93 eV
- ⟨S²⟩: 0.77
- Energy relative to the best compared isomer or geometry (same formula, charge and spin): 0.438 eV
- LUMO level (spin up / spin down): -0.70 / -0.84 eV
- 2S+1: 2

Cartesian coordinates (Å):
Sn (-12.4788, -3.3398, 16.2418)
N (-13.8161, 0.8434, 15.3314)
C (-13.3644, -0.4026, 15.4391)
S (-13.5925, -1.2284, 16.9788)
N (-12.7924, -0.9183, 14.3602)
N (-12.0678, -2.0537, 14.5289)
C (-11.4093, -2.6271, 13.4588)
C (-11.4465, -1.9994, 12.1517)
C (-11.6839, -2.7481, 11.0129)
C (-11.8342, -2.1340, 9.7705)
C (-11.7403, -0.7354, 9.6044)
C (-11.6406, 0.0164, 10.7924)
C (-11.4956, -0.6003, 12.0287)
C (-10.6797, -3.8217, 13.7924)
C (-9.8445, -4.4671, 12.8604)
C (-9.1790, -5.6337, 13.2433)
C (-9.3789, -6.1267, 14.5408)
C (-10.3740, -5.6086, 15.3447)
N (-10.9021, -4.4023, 15.0115)
H (-14.2347, 1.3384, 16.1267)
H (-13.5696, 1.3459, 14.4729)
H (-11.7548, -3.8463, 11.1236)
H (-11.9877, -2.7221, 8.8652)
H (-11.8171, -0.2298, 8.6290)
H (-11.6230, 1.1071, 10.7637)
H (-11.2221, 0.0292, 12.8657)
H (-9.7368, -3.9826, 11.9065)
H (-8.4922, -6.1235, 12.5350)
H (-8.7836, -7.0014, 14.8638)
H (-10.6369, -6.0083, 16.3381)
N (-11.1708, -3.2167, 17.9670)
C (-10.6958, -2.9196, 18.9853)
C (-10.2370, -2.9485, 20.2562)
C (-9.6388, -1.8526, 20.9097)
N (-9.2550, -0.8772, 21.3903)
C (-10.3408, -4.1705, 20.9056)
N (-10.4999, -5.1602, 21.4707)
C (-16.3631, -4.0411, 19.0364)
Ge (-15.4909, -5.5352, 18.1514)
C (-16.8970, -6.9900, 18.0557)
C (-13.9045, -6.0981, 19.1757)
Ge (-14.5850, -5.0701, 15.8063)
C (-15.9960, -4.1536, 14.6535)
C (-15.5714, -3.0162, 13.9409)
C (-16.4586, -2.0138, 13.5869)
C (-17.8420, -2.2226, 13.8159)
C (-18.2758, -3.3844, 14.4074)
C (-17.3463, -4.3311, 14.9320)
C (-14.2377, -6.6177, 14.5726)
C (-14.1707, -7.9235, 15.0606)
C (-14.2002, -9.0152, 14.2024)
C (-14.1361, -8.8333, 12.8097)
C (-14.0538, -7.5406, 12.3192)
C (-14.1173, -6.4301, 13.1815)
H (-16.5254, -4.3255, 20.1253)
H (-17.3544, -3.8522, 18.6787)
H (-15.7769, -3.1467, 18.9634)
H (-16.3888, -7.9682, 18.2525)
H (-17.4062, -7.0109, 17.1038)
H (-17.6635, -6.8330, 18.8403)
H (-14.1837, -7.0472, 19.6826)
H (-13.6562, -5.3248, 19.9246)
H (-13.0043, -6.2768, 18.5856)
H (-14.5428, -2.9993, 13.5572)
H (-16.1418, -1.1058, 13.0518)
H (-18.5084, -1.4022, 13.4909)
H (-19.3319, -3.7246, 14.4560)
H (-17.7320, -5.1336, 15.5316)
H (-14.2744, -8.1261, 16.1186)
H (-14.3540, -10.0259, 14.5918)
H (-14.1609, -9.7022, 12.1337)
H (-13.8986, -7.3429, 11.2795)
H (-13.9667, -5.4249, 12.8243)

Forces on the atoms, in the same order (eV/Å):
Sn -0.13 0.21 -1.19
N -0.80 1.85 0.03
C 1.16 -2.06 -1.18
S 0.15 0.11 -0.02
N -0.46 0.93 1.38
N 0.08 -1.32 -0.03
C 0.00 0.10 2.19
C -0.68 0.86 -0.14
C -0.15 -0.71 -0.61
C 0.35 0.61 -0.95
C -0.56 -0.35 1.23
C 0.27 -0.10 -0.53
C 1.09 0.22 -0.45
C -0.77 0.18 -0.55
C 0.67 -1.06 0.65
C -0.22 1.55 -0.90
C -0.04 -1.79 0.58
C 1.26 1.19 -0.19
N -0.96 -0.07 0.73
H 0.39 -0.54 -0.84
H -0.27 -0.29 0.77
H -0.07 0.74 -0.34
H 0.03 -0.11 0.35
H 0.01 -0.50 0.55
H 0.05 -0.28 -0.11
H -0.39 -0.18 0.02
H 0.29 -0.24 -0.20
H -0.35 0.26 0.56
H -0.69 0.51 -0.14
H 0.19 0.17 -0.63
N -0.33 0.09 -1.47
C -0.44 -0.76 0.00
C 0.76 0.92 0.13
C -0.19 0.99 -0.07
N 0.17 -0.28 0.02
C -0.37 -0.98 0.69
N 0.08 -0.35 0.04
C -0.06 -0.65 1.43
Ge -0.30 -0.79 -0.81
C 0.89 -0.20 0.89
C -0.30 -0.18 0.53
Ge -1.08 -0.40 -0.46
C 0.88 0.57 1.58
C 0.16 -0.13 -0.65
C -0.71 -0.28 -0.28
C 0.58 1.12 -0.44
C -0.37 -1.76 0.47
C -0.08 1.52 -0.96
C 0.92 0.05 0.17
C -0.88 -0.17 -0.04
C -0.14 -0.37 -0.78
C -0.13 -0.29 0.58
C 0.18 0.90 0.66
C 0.31 -0.81 0.75
H 0.54 0.32 -1.16
H -0.50 0.12 -0.58
H 0.25 0.57 0.15
H -0.55 0.70 -0.30
H 0.00 -0.10 -0.31
H 0.50 0.00 -0.31
H 0.36 0.62 -0.11
H -0.13 -0.45 -0.19
H -0.14 -0.03 -0.10
H -0.22 0.40 0.52
H -0.01 -0.55 0.36
H 0.12 -0.84 0.23
H 0.63 0.92 0.10
H 0.04 -0.39 0.11
H 0.13 0.11 0.16
H 0.33 0.36 -0.01
H 0.06 0.54 0.38
H -0.08 -0.08 -0.53
H -0.32 0.16 -0.41

=====

Entry 4:
The following is a quantum chemistry calculation of 9 unconnected molecules or ions with the total composition C16H37Cl2N5O19 in a non-equilibrium geometry, from the OMol25 dataset.

Values from the calculation:
- HOMO-LUMO gap: 0.385 Ha
- Total charge: 0
- HOMO level: -10.57 eV
- Energy relative to the best compared isomer or geometry (same formula, charge and spin): 0.067 eV
- LUMO level: -0.08 eV
- SMILES string: C[N+](=O)[O-].C[N+](=O)[O-].C[N+](=O)[O-].C[N+](=O)[O-].C[N+](=O)[O-].COC(=O)OC.COC(=O)OC.COC(=O)OC.ClCCCl
- 2S+1: 1

Cartesian coordinates (Å):
C (2.1137, -0.6603, 3.3677)
N (2.0013, -1.5636, 2.1922)
O (1.0253, -1.4835, 1.4887)
O (2.8645, -2.4072, 2.0927)
H (1.6097, -1.0628, 4.2414)
H (1.7377, 0.3163, 3.0840)
H (3.1747, -0.6063, 3.5862)
C (0.7449, 3.6966, 4.4015)
N (0.8809, 2.4613, 5.2288)
O (1.6579, 2.5459, 6.1559)
O (0.3301, 1.4329, 4.9073)
H (0.0316, 4.3285, 4.9228)
H (0.4122, 3.5631, 3.3740)
H (1.7635, 4.0685, 4.3374)
C (0.3620, 0.5347, -0.3572)
N (-0.2319, 1.4034, 0.6671)
O (0.5620, 1.9572, 1.4137)
O (-1.4173, 1.5607, 0.7173)
H (1.3948, 0.2566, -0.2250)
H (0.1311, 1.0156, -1.3102)
H (-0.2388, -0.3681, -0.4904)
C (3.7149, 2.4173, 0.6439)
N (3.4364, 2.9679, 2.0333)
O (3.3989, 4.1647, 2.1595)
O (3.2964, 2.1624, 2.9251)
H (4.4148, 3.1461, 0.2491)
H (2.7352, 2.5022, 0.1766)
H (4.0627, 1.3959, 0.7019)
C (-1.8280, -0.0546, 3.4312)
N (-2.9985, 0.3404, 4.2533)
O (-4.0586, 0.3915, 3.6728)
O (-2.8311, 0.5250, 5.4317)
H (-1.0612, -0.5269, 4.0334)
H (-1.4931, 0.8719, 2.9655)
H (-2.1665, -0.7177, 2.6401)
C (-0.7335, -3.0276, -3.0952)
O (-1.0226, -2.7559, -1.7303)
C (-0.7877, -3.6606, -0.8028)
O (-0.2687, -4.7422, -0.9506)
O (-1.2227, -3.1861, 0.3595)
C (-1.0878, -3.9909, 1.5005)
H (-1.0024, -2.1674, -3.6946)
H (-1.3813, -3.8542, -3.3912)
H (0.2900, -3.3105, -3.3064)
H (-0.1597, -4.5580, 1.5903)
H (-1.8447, -4.7814, 1.5543)
H (-1.2132, -3.3594, 2.3752)
C (2.9710, -2.4291, -1.9890)
O (2.5878, -1.5297, -3.0511)
C (3.4163, -0.5323, -3.2876)
O (4.3206, -0.2101, -2.5720)
O (3.1088, 0.0556, -4.4393)
C (3.9810, 1.0628, -4.9197)
H (2.5116, -2.0815, -1.0637)
H (4.0466, -2.5255, -1.8706)
H (2.5340, -3.3708, -2.3031)
H (4.9246, 1.1390, -4.3785)
H (3.5017, 2.0396, -4.8705)
H (4.2570, 0.7979, -5.9397)
C (-4.7029, -2.4800, 0.4311)
O (-4.1090, -1.1765, 0.2260)
C (-4.8957, -0.1940, 0.6145)
O (-6.0196, -0.2762, 1.0077)
O (-4.2138, 0.9374, 0.4682)
C (-4.9458, 2.1385, 0.6881)
H (-5.6538, -2.4657, -0.1029)
H (-4.9908, -2.5803, 1.4768)
H (-4.0182, -3.2337, 0.0696)
H (-4.2958, 3.0043, 0.6031)
H (-5.2801, 2.1616, 1.7307)
H (-5.8027, 2.1222, 0.0155)
Cl (-0.1069, 2.3289, -7.7333)
C (-0.8227, 1.5399, -6.3206)
C (0.1993, 1.5796, -5.1926)
Cl (-0.3618, 0.5801, -3.8220)
H (-1.0717, 0.5092, -6.5550)
H (-1.7063, 2.1221, -6.0788)
H (0.3740, 2.6082, -4.8820)
H (1.1649, 1.1766, -5.4817)

Forces on the atoms, in the same order (eV/Å):
C 0.66 0.65 -0.15
N 0.20 -0.66 1.57
O -0.55 0.19 -0.60
O 0.21 -0.12 -0.51
H -0.31 -0.22 -0.28
H -0.20 -0.09 0.10
H 0.00 0.09 0.05
C 0.11 0.25 -0.27
N 0.97 -0.23 -0.41
O -0.25 0.18 0.22
O -0.56 -0.06 -0.26
H 0.30 0.25 0.12
H -0.26 -0.81 0.26
H -0.19 0.45 0.35
C -1.41 -0.79 -1.73
N 1.13 -0.08 0.41
O 0.27 0.22 0.33
O -0.57 -0.11 -0.33
H 0.12 0.51 0.34
H 0.57 0.42 0.10
H -0.05 -0.04 0.67
C -0.56 1.12 0.74
N 0.61 -0.96 -0.54
O -0.21 0.45 -0.01
O -0.19 -0.13 0.40
H 0.07 -0.32 -0.41
H 0.19 -0.13 -0.29
H 0.10 0.00 0.09
C 0.15 0.11 -0.60
N 0.25 -1.04 -0.23
O -0.52 0.34 -0.15
O 0.05 0.33 0.50
H -0.08 0.28 0.22
H 0.23 -0.14 0.18
H -0.20 0.02 0.03
C -0.63 -1.10 -0.37
O 0.03 1.31 -0.04
C 0.55 -1.21 0.28
O -0.14 0.35 -0.28
O -0.20 0.71 -0.23
C -0.09 -1.27 0.97
H 0.00 0.28 0.31
H 0.13 -0.08 -0.19
H 0.28 0.06 0.36
H 0.32 0.52 -0.40
H -0.26 0.28 -0.29
H 0.05 0.21 -0.14
C -0.56 0.05 -0.04
O -0.09 -0.27 -0.39
C 0.23 0.10 0.18
O 0.64 0.30 0.51
O -0.50 -0.27 -0.19
C 0.87 0.43 -0.27
H 0.11 -0.14 0.07
H -0.01 0.20 -0.15
H 0.01 -0.16 0.27
H -0.26 -0.27 0.35
H -0.18 -0.09 -0.13
H -0.35 0.13 -0.10
C -0.86 0.94 -0.04
O 0.51 -1.28 0.10
C 0.38 1.10 -0.06
O -0.85 -0.30 0.23
O 0.70 0.38 -0.30
C -0.52 -0.36 0.98
H 0.13 -0.42 -0.23
H 0.39 -0.24 0.11
H 0.15 0.06 0.04
H 0.22 -0.26 -0.64
H -0.28 -0.15 -0.18
H 0.02 0.50 0.07
Cl 0.17 0.06 -0.39
C 0.30 -0.02 0.52
C 0.11 0.17 -0.24
Cl -0.10 0.23 -0.04
H -0.10 0.07 -0.17
H -0.11 -0.23 0.15
H -0.20 -0.06 0.29
H -0.13 -0.20 -0.20

=====

no.,DFT total energy (eV)
1,-9877.3799
2,-52128.8311
3,-173797.0358
4,-88575.9845